--- w ---
{
  "formula": "C3H8NO2P",
  "method": "the ωB97M-V functional and the def2-TZVPD basis",
  "symbols": ["C", "C", "C", "N", "P", "O", "O", "H", "H", "H", "H", "H", "H", "H", "H"],
  "positions_angstrom": [[2.1588, 1.1630, 0.6033], [1.0978, 0.4048, 0.7028], [-0.0112, 0.5151, -0.1942], [-0.1919, -1.0908, -0.8791], [-1.9863, 0.5463, 0.1404], [-2.3280, 0.2174, -1.2888], [-2.0055, -0.9654, 0.9363], [3.0933, 1.2604, 1.1187], [2.0988, 1.7806, -0.3236], [0.7766, -0.1676, 1.5242], [0.0335, 1.2000, -1.1228], [0.5840, -1.2813, -1.5248], [-0.4392, -1.8276, -0.1770], [-1.2071, -0.8266, -1.3278], [-1.6738, -0.9282, 1.8123]],
  "lowdin_charge": [0.027, -0.261, -0.304, 0.062, 0.666, -0.506, -0.339, 0.055, 0.074, 0.084, 0.124, 0.124, 0.115, 0.070, 0.009],
  "homo_ev": -7.89,
  "orbital_gap_ev": 8.5
}

--- x ---
{
  "formula": "C3H8NO2P",
  "method": "the ωB97M-V functional and the def2-TZVPD basis",
  "symbols": ["C", "C", "C", "N", "O", "O", "P", "H", "H", "H", "H", "H", "H", "H", "H"],
  "positions_angstrom": [[-0.4151, -0.8845, -0.2082], [0.9073, -1.4768, -0.6813], [0.0830, 0.1583, 0.7882], [-0.3533, 1.7259, 0.6803], [1.9849, 1.1042, -1.1067], [3.0077, -0.1060, 0.9085], [1.8406, 0.0145, 0.0355], [-0.8671, -0.2351, -0.9723], [-1.1373, -1.5052, 0.2570], [1.0180, -2.3872, -0.1228], [1.2736, -1.6730, -1.7209], [0.1320, 0.0079, 1.8030], [-1.2809, 1.7525, 1.1088], [1.2868, 1.2830, -1.6879], [0.2743, 2.2780, 1.3550]],
  "lowdin_charge": [-0.244, -0.204, -0.325, -0.027, -0.113, -0.306, 0.597, 0.112, 0.094, 0.074, 0.093, 0.071, 0.037, 0.052, 0.088],
  "homo_ev": -9.65,
  "orbital_gap_ev": 10.4
}

Q: Which of them is the most stable? A: x.

--- w ---
{
  "formula": "C5H6O3",
  "method": "the ωB97M-V functional and the def2-TZVPD basis",
  "symbols": ["O", "C", "C", "C", "O", "C", "C", "O", "H", "H", "H", "H", "H", "H"],
  "positions_angstrom": [[-2.2873, -0.0073, 1.0178], [-1.5894, 0.9302, 0.7155], [-0.2604, 0.6914, 0.3317], [0.6491, 1.4003, -0.3606], [1.6534, 0.6185, -0.9456], [1.4536, -0.7759, -0.4775], [0.0779, -0.7635, 0.2321], [-0.7628, -1.5515, -0.6126], [-1.9500, 1.9878, 0.8237], [0.8004, 2.4908, -0.5554], [1.4968, -1.4200, -1.3691], [2.3010, -0.9947, 0.2030], [0.0924, -1.2253, 1.2727], [-1.6747, -1.3809, -0.2757]],
  "lowdin_charge": [0.041, -0.242, -0.169, 0.008, -0.068, -0.052, -0.310, -0.031, 0.140, 0.155, 0.134, 0.131, 0.171, 0.091],
  "homo_ev": -9.58,
  "orbital_gap_ev": 9.7
}

--- x ---
{
  "formula": "C5H6O3",
  "method": "the ωB97M-V functional and the def2-TZVPD basis",
  "symbols": ["C", "C", "C", "C", "O", "O", "C", "O", "H", "H", "H", "H", "H", "H"],
  "positions_angstrom": [[-2.4467, -0.0739, -0.2766], [-1.3911, -1.0146, 0.4393], [-0.1141, -0.6727, 0.1725], [1.2847, -1.0738, 0.3237], [2.2714, -0.6524, -0.4369], [-0.0133, 0.3046, -0.9076], [0.3582, 1.4306, -0.2264], [0.4984, 1.5546, 1.0337], [-1.7587, 0.8132, -0.7753], [-3.3123, 0.2398, 0.4286], [-3.0648, -0.7560, -0.9447], [-1.6505, -1.7088, 1.3049], [1.3013, -2.0574, 0.7749], [0.2860, 2.2406, -0.8971]],
  "lowdin_charge": [-0.063, -0.011, -0.253, -0.103, 0.015, -0.066, -0.258, 0.041, 0.129, 0.093, 0.082, 0.139, 0.120, 0.135],
  "homo_ev": -10.31,
  "orbital_gap_ev": 9.6
}

--- y ---
{
  "formula": "C5H6O3",
  "method": "the ωB97M-V functional and the def2-TZVPD basis",
  "symbols": ["C", "C", "C", "C", "C", "H", "H", "H", "H", "H", "H", "O", "O", "O"],
  "positions_angstrom": [[-0.7745, 1.0372, -0.0658], [0.7876, 1.2201, -0.3135], [1.3672, -0.0120, -0.2892], [0.4194, -1.1156, 0.2458], [-0.9253, -0.4009, 0.1545], [-2.4523, 1.9652, 1.3450], [-1.1964, 1.1530, -1.1009], [1.4516, 2.0667, -0.5572], [2.2964, -0.3271, -0.6568], [0.5208, -1.5509, 1.3522], [0.8646, -3.0585, -0.4340], [-1.2945, 1.8195, 1.0771], [0.8944, -1.8213, -0.9349], [-1.9592, -0.9754, 0.1777]],
  "lowdin_charge": [-0.277, 0.027, -0.074, -0.275, -0.380, 0.254, 0.166, 0.110, 0.098, 0.193, 0.290, -0.130, -0.148, 0.145],
  "homo_ev": -9.01,
  "orbital_gap_ev": 8.8
}

Q: Which of them is the most stable? A: w.

--- w ---
{
  "formula": "C5H6O3",
  "method": "the ωB97M-V functional and the def2-TZVPD basis",
  "symbols": ["C", "C", "C", "C", "C", "O", "O", "O", "H", "H", "H", "H", "H", "H"],
  "positions_angstrom": [[2.3585, -1.5866, -1.0634], [1.2360, -1.5361, -0.6127], [-0.7961, 0.3192, 0.0219], [-0.2003, 2.3628, 0.8578], [-0.1086, -1.5886, -0.1764], [-1.9805, 0.5500, -0.0390], [-1.0484, -2.1619, -0.9979], [0.1364, 1.0541, 0.4802], [3.2802, -1.5027, -1.4674], [-1.2864, 2.4067, 0.8941], [0.1940, 3.2410, 0.2150], [0.3362, 2.2985, 1.8800], [-0.2199, -2.1066, 0.8719], [-1.9013, -1.7497, -0.8641]],
  "lowdin_charge": [0.162, -0.104, -0.364, -0.047, -0.253, 0.086, -0.025, -0.036, -0.001, 0.078, 0.125, 0.130, 0.165, 0.084],
  "homo_ev": -9.05,
  "orbital_gap_ev": 9.7
}

--- x ---
{
  "formula": "C5H6O3",
  "method": "the ωB97M-V functional and the def2-TZVPD basis",
  "symbols": ["C", "O", "C", "C", "C", "O", "C", "O", "H", "H", "H", "H", "H", "H"],
  "positions_angstrom": [[2.0799, 0.1768, -0.6502], [1.5855, 0.3568, 0.6992], [0.2023, 0.3144, 0.5692], [-0.1640, 0.0653, -0.6812], [-1.5427, -0.2498, -0.7858], [-1.9117, -0.1934, 0.6056], [-0.8159, 0.0678, 1.5002], [0.9087, 0.0018, -1.5390], [2.5826, -0.7497, -0.5259], [2.6616, 1.0317, -0.9817], [-2.1784, 0.4458, -1.3881], [-1.6340, -1.2653, -1.1419], [-1.1028, 0.8541, 2.1852], [-0.6713, -0.8561, 2.1346]],
  "lowdin_charge": [-0.068, 0.008, -0.223, -0.233, -0.106, -0.097, -0.119, 0.024, 0.122, 0.135, 0.148, 0.131, 0.127, 0.152],
  "homo_ev": -7.88,
  "orbital_gap_ev": 8.8
}

--- y ---
{
  "formula": "C5H6O3",
  "method": "the ωB97M-V functional and the def2-TZVPD basis",
  "symbols": ["C", "C", "C", "C", "C", "H", "H", "H", "H", "H", "H", "O", "O", "O"],
  "positions_angstrom": [[0.7702, -0.7516, -0.2834], [0.1642, 0.4093, -0.8980], [0.1394, 0.0126, 0.9750], [-1.3298, 0.0394, 0.7057], [-1.2518, 0.3717, -0.6150], [2.5460, 0.3748, 0.3572], [0.6007, -1.8763, -0.5351], [0.4751, 0.8999, -1.7896], [0.4357, -0.1195, 1.8849], [-2.1295, 0.0596, 1.4780], [-1.7613, 0.9124, -1.3540], [2.3384, -0.5775, -0.0316], [0.5957, 1.2318, 0.2589], [-1.5930, -0.9864, -0.1530]],
  "lowdin_charge": [-0.081, -0.226, -0.108, -0.238, -0.148, 0.133, 0.191, 0.160, 0.101, 0.184, 0.155, -0.120, -0.037, 0.032],
  "homo_ev": -10.01,
  "orbital_gap_ev": 10.9
}

Q: Which of them is the most stable? A: x.

--- w ---
{
  "formula": "C16H16N2O4S",
  "method": "the ωB97M-V functional and the def2-TZVPD basis",
  "symbols": ["C", "C", "O", "C", "O", "C", "C", "C", "S", "C", "C", "C", "N", "C", "C", "O", "N", "C", "C", "C", "C", "C", "O", "H", "H", "H", "H", "H", "H", "H", "H", "H", "H", "H", "H", "H", "H", "H", "H"],
  "positions_angstrom": [[0.3539, 3.2880, 2.7271], [0.2549, 1.7733, 2.8288], [-0.6934, 1.2032, 1.9155], [-0.3460, 1.2026, 0.6083], [0.6474, 1.7536, 0.1875], [-1.2720, 0.4044, -0.1752], [-2.2578, -0.4461, 0.3234], [-2.8000, -1.0927, -0.7829], [-3.9930, -2.2752, -1.1977], [-3.5796, -2.1058, -2.8763], [-2.5938, -1.2072, -3.1283], [-2.1358, -0.6195, -1.9277], [-1.2057, 0.2846, -1.5469], [-0.3675, 1.0209, -2.4543], [1.6284, 1.1045, 2.6151], [2.6788, 1.6910, 2.6896], [1.5122, -0.2313, 2.4086], [2.5592, -1.0193, 1.7864], [2.1626, -1.3680, 0.3865], [1.0922, -2.0754, -0.0849], [1.1657, -2.0089, -1.4965], [2.2696, -1.2635, -1.7738], [2.8728, -0.8718, -0.6425], [1.0374, 3.6441, 3.4919], [-0.6254, 3.7381, 2.8697], [0.7483, 3.5678, 1.7544], [-0.1270, 1.4818, 3.8148], [-2.5215, -0.5606, 1.3547], [-4.1132, -2.7027, -3.5894], [-2.2227, -0.9826, -4.1114], [0.4621, 1.4582, -1.9045], [0.0167, 0.3462, -3.2194], [-0.9381, 1.8187, -2.9374], [0.5811, -0.6157, 2.3330], [3.4641, -0.4084, 1.7753], [2.7291, -1.9242, 2.3800], [0.3485, -2.5860, 0.4933], [0.4896, -2.4569, -2.1959], [2.7178, -0.9591, -2.6988]],
  "lowdin_charge": [-0.017, -0.243, 0.013, -0.414, 0.118, -0.132, 0.007, -0.482, 1.014, -0.402, -0.105, -0.284, -0.025, 0.001, -0.462, 0.100, 0.086, -0.076, -0.259, -0.026, -0.064, -0.125, 0.063, 0.089, 0.086, 0.083, 0.161, 0.115, 0.061, 0.106, 0.083, 0.091, 0.102, 0.138, 0.133, 0.130, 0.114, 0.104, 0.122],
  "homo_ev": -8.22,
  "orbital_gap_ev": 8.6
}

--- x ---
{
  "formula": "C16H16N2O4S",
  "method": "the ωB97M-V functional and the def2-TZVPD basis",
  "symbols": ["C", "C", "H", "H", "O", "C", "O", "C", "C", "C", "C", "C", "C", "N", "C", "O", "C", "H", "H", "S", "C", "C", "C", "C", "C", "N", "O", "H", "H", "H", "H", "H", "H", "H", "H", "H", "H", "H", "H"],
  "positions_angstrom": [[-5.6600, -2.0212, 1.0970], [-4.3504, -2.1253, 0.3397], [-4.5014, -2.5292, -0.6679], [-3.6360, -2.7729, 0.8603], [-3.7901, -0.8157, 0.2309], [-2.5716, -0.7345, -0.3003], [-1.9702, -1.7250, -0.6819], [-2.0568, 0.6461, -0.3607], [-2.8935, 1.7040, 0.0020], [-2.4491, 3.0080, -0.0352], [-1.1472, 3.2756, -0.4360], [-0.2992, 2.2500, -0.7992], [-0.7343, 0.9239, -0.7726], [0.0897, -0.1278, -1.1359], [1.4137, -0.1115, -1.4513], [2.1220, 0.8727, -1.4761], [1.9643, -1.5002, -1.6890], [1.2380, -2.1917, -2.1080], [2.8823, -1.4732, -2.2778], [2.3874, -2.1647, -0.0318], [3.4911, -0.8925, 0.4954], [3.2636, -0.1880, 1.6604], [4.1311, 0.8164, 2.0475], [5.2109, 1.0973, 1.2214], [5.4047, 0.3657, 0.0764], [4.5794, -0.6424, -0.2846], [4.8115, -1.3222, -1.3137], [6.2282, 0.5328, -0.6007], [5.9053, 1.8855, 1.4644], [3.9607, 1.3741, 2.9533], [2.3920, -0.4380, 2.2441], [-0.3830, -1.0344, -1.0966], [0.7106, 2.4594, -1.1097], [-0.7904, 4.2942, -0.4681], [-3.1096, 3.8138, 0.2454], [-3.9020, 1.4804, 0.3113], [-6.1027, -3.0079, 1.1955], [-6.3509, -1.3731, 0.5647], [-5.4881, -1.6082, 2.0873]],
  "lowdin_charge": [-0.061, -0.217, 0.131, 0.128, -0.007, -0.416, 0.091, -0.057, -0.016, -0.081, -0.063, 0.003, -0.140, 0.141, -0.527, 0.076, -0.330, 0.085, 0.076, 0.997, -0.497, -0.075, -0.071, -0.050, -0.010, -0.247, -0.087, 0.137, 0.109, 0.104, 0.109, 0.105, 0.101, 0.107, 0.102, 0.117, 0.078, 0.078, 0.079],
  "homo_ev": -8.29,
  "orbital_gap_ev": 8.6
}

Q: Which of them is the most stable? A: w.

--- w ---
{
  "formula": "C3H5N",
  "method": "the ωB97M-V functional and the def2-TZVPD basis",
  "symbols": ["C", "C", "C", "N", "H", "H", "H", "H", "H"],
  "positions_angstrom": [[0.0930, 0.5824, -0.5607], [1.2025, 0.0440, 0.1081], [-1.3111, -0.4151, 0.3827], [-1.2089, 0.7521, -0.2837], [0.4684, 1.0727, -1.4554], [1.2765, -0.1723, 1.1905], [2.1545, -0.0485, -0.4860], [-1.8280, -1.2017, -0.2398], [-0.8470, -0.6136, 1.3442]],
  "lowdin_charge": [-0.361, -0.071, 0.071, -0.025, 0.102, 0.034, 0.045, 0.121, 0.084],
  "homo_ev": -7.54,
  "orbital_gap_ev": 6.7
}

--- x ---
{
  "formula": "C3H5N",
  "method": "the ωB97M-V functional and the def2-TZVPD basis",
  "symbols": ["C", "C", "C", "N", "H", "H", "H", "H", "H"],
  "positions_angstrom": [[0.3716, 0.2713, 0.2410], [1.5613, -0.5699, -0.0409], [-1.5694, 0.4250, -0.0085], [1.4087, 0.9665, 0.0754], [2.0134, -1.1872, 0.7902], [1.8191, -0.8519, -1.0079], [-1.7489, -0.2892, -0.8700], [-1.7737, 1.4389, 0.0692], [-2.0821, -0.2036, 0.7516]],
  "lowdin_charge": [-0.213, -0.149, 0.056, 0.085, 0.087, 0.039, 0.061, 0.000, 0.035],
  "homo_ev": -9.53,
  "orbital_gap_ev": 10.3
}

--- y ---
{
  "formula": "C3H5N",
  "method": "the ωB97M-V functional and the def2-TZVPD basis",
  "symbols": ["C", "C", "C", "N", "H", "H", "H", "H", "H"],
  "positions_angstrom": [[0.8770, -0.5124, 0.0013], [-0.1503, 0.6165, -0.0019], [-1.5340, 0.1023, 0.0094], [-2.5878, -0.3740, 0.0035], [0.6048, -1.2713, -0.7518], [1.8891, -0.0870, -0.1564], [0.8826, -0.9970, 0.9820], [0.0000, 1.3352, 0.8377], [0.0185, 1.1876, -0.9238]],
  "lowdin_charge": [-0.116, -0.252, -0.239, 0.132, 0.085, 0.082, 0.075, 0.122, 0.110],
  "homo_ev": -11.65,
  "orbital_gap_ev": 12.5
}

Q: Which of them is the most stable? A: y.

--- w ---
{
  "formula": "C4H11NS",
  "method": "the ωB97M-V functional and the def2-TZVPD basis",
  "symbols": ["C", "C", "N", "H", "H", "H", "H", "H", "C", "S", "C", "H", "H", "H", "H", "H", "H"],
  "positions_angstrom": [[1.3870, 0.1987, -2.6817], [0.3623, -0.6520, -2.3856], [-0.7895, -0.8440, -3.1372], [1.2434, 1.2718, -2.7603], [2.3838, -0.2159, -2.7383], [0.4864, -1.5324, -1.7550], [-1.1080, -0.0584, -3.6844], [-1.3893, -1.5251, -2.7046], [0.9572, -0.2233, 2.6984], [-0.1054, 0.2835, 1.2559], [-1.4183, 0.9025, 2.2979], [1.9418, -0.6212, 2.4625], [0.9274, 0.4888, 3.5197], [0.4492, -1.1143, 3.0956], [-1.8552, 0.1269, 2.9219], [-2.1755, 1.0340, 1.5006], [-1.1844, 1.9103, 2.6369]],
  "lowdin_charge": [-0.058, -0.318, 0.049, 0.031, 0.028, 0.089, 0.090, 0.076, -0.403, 0.707, -0.469, 0.027, 0.030, 0.022, 0.040, 0.022, 0.038],
  "homo_ev": -7.39,
  "orbital_gap_ev": 8.3
}

--- x ---
{
  "formula": "C4H11NS",
  "method": "the ωB97M-V functional and the def2-TZVPD basis",
  "symbols": ["C", "C", "C", "N", "H", "H", "H", "H", "H", "H", "H", "C", "S", "H", "H", "H", "H"],
  "positions_angstrom": [[-2.0157, 0.1073, -0.0844], [-0.9461, -0.2945, 0.6144], [-0.3391, 0.4582, 1.7681], [-0.2763, -1.5036, 0.2582], [-2.1889, -0.3825, -1.0382], [-2.7708, 0.7706, 0.3115], [-1.0626, 1.2067, 2.0970], [-0.1549, -0.2301, 2.6022], [0.6126, 0.9269, 1.5229], [-0.0490, -2.0719, 1.0672], [-0.8346, -2.0736, -0.3631], [1.7123, 0.9359, -1.7935], [2.3793, -0.3792, -0.6909], [2.3760, 0.9591, -2.6551], [0.7196, 0.6813, -2.1600], [1.7139, 1.8909, -1.2734], [1.1243, -1.0016, -0.1828]],
  "lowdin_charge": [0.034, -0.452, -0.049, 0.005, 0.057, 0.058, 0.081, 0.080, 0.067, 0.113, 0.108, -0.497, 0.507, 0.004, 0.013, 0.011, -0.141],
  "homo_ev": -8.00,
  "orbital_gap_ev": 8.7
}

Q: Which of them is the most stable? A: x.